1.
# C12H24Cl12

A 6-piece molecular cluster, C12H24Cl12 overall at a distorted geometry (ωB97M-V/def2-TZVPD, the OMol25 dataset).

Energy above the lowest of the compared OMol25 structures with the same formula, charge and spin ... 32.8 kcal/mol
SMILES ... ClCCCl.ClCCCl.ClCCCl.ClCCCl.ClCCCl.ClCCCl
Total charge ... 0
HOMO-LUMO gap ... 10.711 eV
Energy ... -5993.91780 Eh

Last column: Löwdin charge in e.
CARTESIAN COORDINATES (ANGSTROEM)
Cl1 3.8346 -0.4081 5.6033  0.567
C1 2.9239 -0.8819 4.1848  -0.687
C2 3.6585 -0.4993 2.8641  -0.646
Cl2 3.5402 1.2163 2.4528  0.565
H1 1.9501 -0.3826 4.1152  0.029
H2 2.6994 -1.9248 4.2771  0.058
H3 3.1393 -1.0294 2.0971  0.039
H4 4.7157 -0.7593 2.8818  0.066
Cl3 -3.4002 -2.7237 -2.7597  0.511
C3 -4.6719 -1.5627 -2.2445  -0.633
C4 -3.9608 -0.3499 -1.8358  -0.776
Cl4 -3.0780 0.4934 -3.0786  0.563
H5 -5.2866 -2.0584 -1.4349  0.100
H6 -5.3808 -1.4437 -3.0518  0.067
H7 -3.2637 -0.4746 -0.9960  0.040
H8 -4.6587 0.4090 -1.3469  0.091
Cl5 2.9699 2.6017 -5.5964  0.499
C5 4.0331 2.4873 -4.1057  -0.603
C6 3.1678 2.0330 -2.9619  -0.644
Cl6 2.5181 0.3471 -3.1130  0.549
H9 4.4638 3.4550 -3.9800  0.056
H10 4.8756 1.7466 -4.2701  0.095
H11 2.2528 2.6241 -2.9531  0.047
H12 3.7326 2.0556 -2.0022  0.086
Cl7 -0.6001 -1.7309 -0.9077  0.602
C7 0.6025 -0.5959 -0.3420  -0.696
C8 0.2516 0.3459 0.8441  -0.610
Cl8 -0.1880 -0.6389 2.2588  0.567
H13 0.8619 0.1355 -1.1207  0.013
H14 1.5074 -1.1173 -0.0553  0.058
H15 -0.4802 1.1130 0.7649  0.044
H16 1.2436 0.7587 1.1115  0.020
Cl9 -0.4584 4.1250 -0.9872  0.509
C9 -1.4878 4.6537 0.4138  -0.672
C10 -2.8084 5.1342 0.0137  -0.636
Cl10 -3.7883 3.7249 -0.6012  0.498
H17 -0.9852 5.4651 0.9388  0.078
H18 -1.5535 3.8108 1.1008  0.064
H19 -2.7930 5.7779 -0.9198  0.087
H20 -3.3054 5.6121 0.8808  0.091
Cl11 0.1565 -4.9513 3.6490  0.489
C11 -0.4406 -5.7150 2.1110  -0.614
C12 -1.1726 -4.7571 1.1521  -0.640
Cl12 -2.9087 -4.5033 1.5896  0.515
H21 -1.1123 -6.4610 2.4408  0.035
H22 0.4342 -6.1864 1.6950  0.061
H23 -1.1109 -5.1917 0.1551  0.069
H24 -0.6391 -3.7787 1.0682  0.028

Cartesian forces (eV/Å) of the 6 atoms listed first:
0.1405 0.2989 0.4793
-0.1671 1.2363 -1.4454
-0.2144 -0.8453 1.3223
-0.0130 0.3512 0.1580
0.2715 0.0889 0.5111
0.2588 -0.6954 -0.2953

---

2.
# C3H4OS

One molecule with the formula C3H4OS at a distorted geometry (ωB97M-V/def2-TZVPD, the OMol25 dataset).

Energy above the lowest of the compared OMol25 structures with the same formula, charge and spin ... 31.2 kcal/mol
SMILES ... CC(=O)C=S
Total charge ... 0
HOMO-LUMO gap (alpha / beta) ... 7.716 / 7.716 eV
Energy ... -590.07489 Eh

Last column: Löwdin charge in e.
CARTESIAN COORDINATES (ANGSTROEM)
C1 0.9425 -0.5732 0.4028  -0.079
C2 0.0266 -0.0391 -0.6805  -0.589
O1 0.2734 0.0851 -1.8558  0.090
C3 -1.2929 0.4571 -0.2768  -0.511
S1 -1.3984 1.1672 1.2338  0.718
H1 1.7486 -1.2004 -0.0244  0.085
H2 0.2334 -1.0045 1.1911  0.075
H3 1.4828 0.2214 1.0843  0.113
H4 -2.0160 0.8865 -1.0745  0.098

Cartesian forces (eV/Å) of the 6 atoms listed first:
0.3021 0.8354 2.0058
0.5731 -0.3060 -0.2121
0.6753 -0.2678 -0.1491
-1.7649 3.5489 1.6819
-0.4078 -1.0909 -1.7793
-0.8067 0.0139 0.3497

---

3.
# C4H5N

One molecule with the formula C4H5N at a distorted geometry (ωB97M-V/def2-TZVPD, the OMol25 dataset).

Energy above the lowest of the compared OMol25 structures with the same formula, charge and spin ... 19.0 kcal/mol
SMILES ... C=C(C)C#N
Total charge ... 0
HOMO-LUMO gap ... 10.951 eV
Energy ... -210.13339 Eh

Last column: Löwdin charge in e.
CARTESIAN COORDINATES (ANGSTROEM)
C1 -0.6678 -1.3756 0.5220  0.071
C2 -0.3273 -0.2541 -0.1103  -0.356
C3 -0.5909 0.0416 -1.5871  -0.068
C4 0.5867 0.6742 0.5558  -0.206
N1 1.3881 1.2455 1.1442  0.151
H1 -0.2951 -1.5421 1.5446  0.088
H2 -1.3594 -2.0399 0.0774  0.057
H3 0.3087 0.2211 -2.1847  0.079
H4 -1.2280 0.9591 -1.6870  0.090
H5 -1.1466 -0.8338 -2.0422  0.092

Cartesian forces (eV/Å) of the 6 atoms listed first:
0.5790 1.1923 1.0411
1.0344 0.3178 -0.9616
-1.6145 -0.2406 -0.0076
-0.3880 -1.0496 -0.0660
0.1065 0.4921 0.0376
-0.4480 -0.0435 -0.5854

---

4.
# C7H10N3

An isolated ion of composition C7H10N3 and charge +1 at a distorted geometry (ωB97M-V/def2-TZVPD, the OMol25 dataset).

Energy above the lowest of the compared OMol25 structures with the same formula, charge and spin ... 66.8 kcal/mol
SMILES ... C[C@@H]1N=CC2=[NH+]CC=CN21
Total charge ... +1
HOMO-LUMO gap (alpha / beta) ... 7.327 / 7.328 eV
Energy ... -436.65976 Eh

Last column: Löwdin charge in e.
CARTESIAN COORDINATES (ANGSTROEM)
C1 -2.3823 1.0834 0.3841  -0.004
C2 -1.6444 0.0994 -0.5438  -0.405
N1 -1.9264 -1.2234 -0.1332  0.166
C3 -0.9039 -1.9279 0.1876  -0.047
C4 0.3531 -1.3105 0.0370  0.046
N2 1.6210 -1.3774 0.1771  0.136
C5 2.5226 -0.2791 -0.1963  -0.111
C6 1.8864 1.0639 0.0374  -0.055
C7 0.5901 1.2864 -0.1881  -0.122
N3 -0.2307 0.2897 -0.6345  0.093
H1 -1.9246 1.0758 1.3694  0.092
H2 -3.4193 0.7709 0.4687  0.092
H3 -2.3437 2.0850 -0.0324  0.087
H4 -2.0852 0.1985 -1.5495  0.178
H5 -1.0459 -2.9360 0.5470  0.136
H6 2.0558 -2.2191 0.5478  0.192
H7 2.7795 -0.4010 -1.2571  0.144
H8 3.4360 -0.3796 0.3914  0.135
H9 2.5207 1.8443 0.4175  0.112
H10 0.1410 2.2568 -0.0301  0.134

Cartesian forces (eV/Å) of the 6 atoms listed first:
0.1416 -0.2516 -0.1223
-0.6020 0.9749 -0.1077
0.1617 -0.7637 0.2567
-1.1089 -0.7734 0.2257
-0.5461 6.1032 -2.4172
-0.9281 -0.9747 0.3943